Record 1
The following is a quantum chemistry calculation of C5H9NO in the gas phase, from the Open Molecules 2025 dataset.

Results
gap between HOMO and LUMO = 9.53 eV
highest occupied orbital energy = -0.314 Ha
max |F| = 0.669 eV/A
charge = 0

XYZ file:
```
16
Properties=species:S:1:pos:R:3:forces:R:3:lowdin_charge:R:1
O -1.5072 -0.1033 1.3333 0.16 0.25 0.07 -0.045
C -1.2103 -0.4888 0.0085 0.04 -0.08 -0.36 -0.418
C -1.1001 0.6939 -0.9640 -0.15 0.10 -0.08 -0.044
C 1.1829 -0.2687 0.0554 0.37 -0.17 -0.01 -0.275
C 2.1361 0.5456 -0.1602 0.23 -0.62 0.10 -0.009
N 1.2480 0.8956 1.0065 0.21 0.05 0.39 0.023
C 0.1271 -1.2772 -0.0415 0.07 -0.04 -0.04 -0.089
H -0.8617 0.5807 1.5704 -0.06 -0.03 -0.02 0.073
H -2.0328 -1.1519 -0.2837 0.19 0.09 0.00 0.140
H -1.7494 1.5158 -0.6630 -0.26 -0.20 -0.14 0.087
H -1.3145 0.3769 -1.9885 -0.21 0.06 0.10 0.085
H -0.0865 1.0966 -0.9832 -0.32 0.06 0.02 0.052
H 3.0428 0.8736 -0.6259 -0.06 0.18 -0.05 0.096
H 1.6876 0.5193 1.8520 0.02 0.28 0.09 0.070
H 0.2220 -1.8782 -0.9506 -0.01 0.10 0.07 0.124
H 0.2158 -1.9301 0.8343 -0.22 -0.03 -0.14 0.129
```
Positions in Å, forces in eV/Å.

---

Record 2
The following is a quantum chemistry calculation of C5H9NO in the gas phase, from the Open Molecules 2025 dataset.

Results
gap between HOMO and LUMO = 10.06 eV
highest occupied orbital energy = -0.343 Ha
max |F| = 0.550 eV/A
charge = 0

XYZ file:
```
16
Properties=species:S:1:pos:R:3:forces:R:3:lowdin_charge:R:1
C -1.6952 0.5069 1.2575 0.02 0.06 0.06 -0.096
C -1.4540 -0.0359 -0.1536 -0.09 -0.16 0.04 -0.283
N -0.6915 0.8505 -1.0280 0.41 -0.06 -0.01 0.036
C 0.5715 0.8392 -1.0798 -0.27 0.12 -0.04 -0.174
C 1.5937 0.1014 -0.2302 -0.08 -0.01 0.03 -0.129
C 1.7678 -1.3851 -0.4606 -0.26 -0.24 -0.12 -0.259
O 0.9544 -2.1188 -0.9642 0.38 0.36 0.15 0.054
H -1.8975 1.5818 1.2445 0.02 -0.12 -0.05 0.072
H -2.5686 0.0071 1.6912 0.17 0.07 -0.04 0.070
H -0.8495 0.3226 1.9286 -0.06 0.10 -0.13 0.059
H -0.9990 -1.0313 -0.1059 -0.04 0.10 0.01 0.093
H -2.4267 -0.1489 -0.6421 0.13 -0.05 0.07 0.103
H 1.0188 1.4991 -1.8304 -0.05 -0.02 0.14 0.105
H 1.3620 0.2229 0.8384 0.00 -0.08 -0.11 0.119
H 2.5750 0.5718 -0.3725 -0.15 -0.09 0.05 0.110
H 2.7388 -1.7832 -0.0928 -0.14 0.00 -0.04 0.121
```
Positions in Å, forces in eV/Å.

---

Record 3
The following is a quantum chemistry calculation of a 2-piece molecular cluster, C5H9NO overall at a distorted geometry, from the Open Molecules 2025 dataset.

Results
gap between HOMO and LUMO = 8.44 eV
highest occupied orbital energy = -0.296 Ha
max |F| = 1.125 eV/A
charge = 0

XYZ file:
```
16
Properties=species:S:1:pos:R:3:forces:R:3:lowdin_charge:R:1
C -1.5967 -1.2844 0.7578 -0.08 0.07 0.04 -0.121
C -0.6026 -1.1199 -0.3974 0.10 0.02 -0.03 -0.371
C -0.5024 0.1836 -1.1336 -0.25 -0.18 0.16 0.042
O 0.1340 1.3633 0.3129 -0.03 -0.17 0.16 -0.112
C 1.4326 1.7233 -0.1357 0.14 0.15 -0.05 -0.209
C 2.3069 0.5548 -0.3450 0.63 -0.76 -0.10 -0.200
N 3.0308 -0.3403 -0.4522 -0.69 0.88 0.15 0.164
H -2.5986 -0.9589 0.4558 0.14 -0.05 0.05 0.072
H -1.6612 -2.3259 1.0930 0.03 0.15 -0.04 0.069
H -1.3128 -0.6861 1.6352 -0.03 -0.09 -0.13 0.058
H -0.9080 -1.7779 -1.2314 0.02 0.09 0.03 0.118
H 0.3932 -1.4916 -0.1165 -0.15 0.04 -0.07 0.084
H -1.5065 0.6523 -1.0915 0.15 -0.05 0.00 0.027
H 0.2004 0.8752 1.1485 -0.03 0.06 -0.13 0.119
H 1.9037 2.3992 0.5869 -0.03 -0.08 -0.11 0.130
H 1.2870 2.2332 -1.0870 0.05 -0.06 0.09 0.129
```
Positions in Å, forces in eV/Å.

---

Record 4
The following is a quantum chemistry calculation of C5H9NO in the gas phase at a distorted geometry, from the Open Molecules 2025 dataset.

Results
gap between HOMO and LUMO = 11.42 eV
highest occupied orbital energy = -0.387 Ha
max |F| = 1.188 eV/A
charge = 0

XYZ file:
```
16
Properties=species:S:1:pos:R:3:forces:R:3:lowdin_charge:R:1
C 1.8788 0.8141 -0.1535 0.22 0.11 0.15 -0.091
O 0.8497 0.1303 -0.8579 0.04 0.03 -0.02 -0.144
C -0.3545 -0.0267 -0.1409 -0.18 0.10 0.20 -0.564
C -1.4357 -0.4710 -1.1418 -0.05 0.03 0.01 -0.003
C -0.1896 -1.0381 1.0167 -0.02 -0.04 0.11 -0.004
C -0.7992 1.2929 0.4433 -0.55 0.51 0.24 -0.167
N -1.2726 2.2397 0.9119 0.66 -0.87 -0.48 0.170
H 1.9481 1.8587 -0.4867 -0.05 -0.24 0.00 0.097
H 1.7029 0.8246 0.9311 0.07 -0.05 -0.22 0.088
H 2.8255 0.2995 -0.3472 -0.17 0.14 -0.01 0.095
H -1.5174 -1.5590 -1.1909 0.20 0.12 -0.01 0.082
H -1.1988 -0.0887 -2.1366 -0.02 0.06 0.16 0.094
H -2.4041 -0.0801 -0.8319 -0.02 -0.05 -0.06 0.090
H -0.7694 -0.7354 1.8900 0.02 -0.08 -0.05 0.091
H 0.8620 -1.1169 1.3116 -0.23 0.09 -0.03 0.084
H -0.5280 -2.0301 0.7072 0.10 0.15 -0.02 0.082
```
Positions in Å, forces in eV/Å.

---

Record 5
The following is a quantum chemistry calculation of C5H9NO in the gas phase, from the Open Molecules 2025 dataset.

Results
gap between HOMO and LUMO = 10.33 eV
highest occupied orbital energy = -0.344 Ha
max |F| = 0.409 eV/A
charge = 0

XYZ file:
```
16
Properties=species:S:1:pos:R:3:forces:R:3:lowdin_charge:R:1
C 1.2605 -0.0454 -1.8445 0.06 -0.04 -0.16 -0.094
N 0.6989 0.2514 -0.5385 0.02 0.07 -0.04 -0.132
C 1.0951 -0.6097 0.5452 0.16 -0.05 0.19 -0.093
C -0.2764 -0.7040 -0.0412 -0.20 -0.13 -0.04 -0.213
C -1.4907 -0.1879 0.6753 -0.18 -0.14 0.03 -0.402
O -2.4910 -0.8744 0.7161 0.31 0.26 0.00 0.073
C -1.4062 1.1697 1.3342 -0.04 0.04 -0.01 -0.012
H 2.2268 0.4583 -1.9398 -0.13 -0.07 0.00 0.084
H 0.5896 0.3389 -2.6182 0.10 -0.06 0.09 0.086
H 1.4096 -1.1253 -2.0126 -0.03 0.14 0.04 0.084
H 1.7669 -1.4413 0.3277 -0.11 0.14 0.02 0.112
H 1.2521 -0.1266 1.5078 -0.05 -0.09 -0.16 0.109
H -0.4865 -1.5865 -0.6467 0.05 0.13 0.08 0.147
H -2.4146 1.5746 1.4485 0.17 -0.08 -0.01 0.085
H -0.9632 1.0635 2.3324 -0.05 -0.02 -0.15 0.089
H -0.7708 1.8445 0.7543 -0.11 -0.10 0.10 0.077
```
Positions in Å, forces in eV/Å.

---

Record 6
The following is a quantum chemistry calculation of C5H9NO in the gas phase, from the Open Molecules 2025 dataset.

Results
gap between HOMO and LUMO = 10.43 eV
highest occupied orbital energy = -0.347 Ha
max |F| = 0.763 eV/A
charge = 0

XYZ file:
```
16
Properties=species:S:1:pos:R:3:forces:R:3:lowdin_charge:R:1
C -1.0100 -1.2308 1.9101 0.28 0.10 0.00 -0.026
C -1.1537 -0.9878 0.4131 -0.74 0.14 0.14 -0.442
N -2.2958 -1.3491 -0.0025 -0.02 0.33 -0.15 0.123
O -0.3850 -0.2539 -0.4713 -0.16 -0.10 0.02 -0.016
C 0.9484 0.2156 -0.4731 0.14 -0.08 0.21 -0.295
C 1.1651 1.7015 -0.4950 -0.07 0.10 0.23 -0.098
C 1.3740 0.8974 -1.7514 -0.04 -0.14 -0.03 -0.093
H -0.1563 -1.7917 2.2903 0.24 0.23 -0.28 0.069
H -1.0937 -0.2683 2.4232 0.31 -0.03 -0.01 0.082
H -1.9237 -1.7842 2.1640 0.46 0.13 -0.10 0.076
H -2.4725 -0.9285 -0.9066 0.06 -0.28 -0.56 0.057
H 1.6758 -0.4292 0.0119 -0.16 0.08 0.07 0.147
H 0.2698 2.3142 -0.4604 0.10 -0.11 0.04 0.107
H 2.0302 2.1257 0.0085 -0.17 -0.14 -0.04 0.100
H 0.6360 1.0051 -2.5427 0.03 -0.10 0.26 0.108
H 2.3915 0.7641 -2.1181 -0.26 -0.13 0.21 0.101
```
Positions in Å, forces in eV/Å.

---

Record 7
The following is a quantum chemistry calculation of C5H9NO in the gas phase at a distorted geometry, from the Open Molecules 2025 dataset.

Results
gap between HOMO and LUMO (spin up / spin down) = 8.85 / 8.85 eV
highest occupied orbital energy (spin up / spin down) = -0.301 / -0.301 Ha
max |F| = 3.463 eV/A
charge = 0

XYZ file:
```
16
Properties=species:S:1:pos:R:3:forces:R:3:lowdin_charge:R:1
C -0.2942 -0.2800 1.8865 -0.33 -1.04 -0.30 -0.061
C 0.2178 -1.4753 1.5431 0.21 1.18 2.40 0.042
C -0.1605 0.3102 -0.4043 -0.32 1.67 -1.13 -0.391
C -0.7268 0.9967 -1.6180 -2.05 -1.44 -1.67 -0.044
C 1.2394 -0.0279 -0.5694 2.00 -0.57 -1.60 -0.084
N -0.8225 0.2851 0.6938 -2.53 2.37 0.07 -0.252
O -2.0530 0.7756 0.7903 1.24 -0.62 0.27 -0.137
H -0.5111 0.3076 2.8627 0.49 -1.49 -1.96 0.165
H 0.6709 -2.0669 2.2897 0.42 -0.85 0.68 0.055
H 0.3726 -1.7371 0.5170 -0.57 -0.51 0.06 0.055
H -1.9006 1.0108 -1.5067 2.52 0.93 -0.17 0.113
H -0.5918 0.3489 -2.5935 0.12 0.92 1.92 0.109
H -0.1249 1.9310 -1.8467 -1.32 -0.72 0.50 0.096
H 1.7984 -0.2468 0.3773 -0.29 0.56 -1.20 0.085
H 1.6644 0.8725 -1.2070 -0.24 -2.12 1.28 0.123
H 1.2218 -1.0044 -1.2149 0.65 1.72 0.84 0.127
```
Positions in Å, forces in eV/Å.

---

Record 8
The following is a quantum chemistry calculation of C5H9NO in the gas phase, from the Open Molecules 2025 dataset.

Results
gap between HOMO and LUMO = 10.32 eV
highest occupied orbital energy = -0.345 Ha
max |F| = 0.371 eV/A
charge = 0

XYZ file:
```
16
Properties=species:S:1:pos:R:3:forces:R:3:lowdin_charge:R:1
C 0.4672 1.8138 -1.2246 0.09 0.09 -0.10 -0.093
N -0.1388 0.8550 -0.3177 -0.05 0.03 -0.04 -0.134
C 0.2580 0.9309 1.0635 -0.05 0.09 0.25 -0.095
C 0.6980 -0.2092 0.1991 0.08 -0.18 -0.01 -0.212
C 0.1452 -1.6029 0.3450 0.11 -0.16 -0.05 -0.398
O 0.9280 -2.5078 0.5468 -0.30 0.22 -0.02 0.068
C -1.3469 -1.8597 0.2118 0.07 0.05 0.00 -0.008
H -0.0905 2.7526 -1.1533 0.09 -0.12 -0.05 0.084
H 0.3951 1.4441 -2.2517 0.01 0.04 0.15 0.083
H 1.5272 2.0216 -0.9984 -0.16 -0.08 0.01 0.084
H 1.0477 1.6344 1.3385 -0.18 -0.11 -0.08 0.112
H -0.5363 0.8202 1.8007 0.16 -0.09 -0.14 0.111
H 1.7607 -0.2235 -0.0530 -0.19 0.08 -0.01 0.148
H -1.5012 -2.4523 -0.7021 0.05 0.19 0.22 0.092
H -1.6780 -2.4777 1.0544 0.09 0.16 -0.16 0.087
H -1.9353 -0.9396 0.1409 0.17 -0.19 0.04 0.071
```
Positions in Å, forces in eV/Å.

---

Record 9
The following is a quantum chemistry calculation of C5H9NO as an isolated structure at a distorted geometry, from the Open Molecules 2025 dataset.

Results
gap between HOMO and LUMO = 8.07 eV
highest occupied orbital energy = -0.286 Ha
max |F| = 1.177 eV/A
charge = 0

XYZ file:
```
16
Properties=species:S:1:pos:R:3:forces:R:3:lowdin_charge:R:1
C 2.1875 -0.2043 0.2116 0.07 -0.06 -0.09 -0.121
C 0.9539 0.6979 0.3169 -0.02 0.10 0.04 -0.354
C -0.0238 0.7580 -0.8231 0.35 0.06 -0.06 -0.017
O -0.7620 -0.8945 -0.7432 0.02 0.10 0.23 -0.103
C -2.0916 -0.5289 -0.3646 -0.26 -0.15 -0.03 -0.190
C -2.1644 0.4542 0.7347 -0.14 0.49 0.78 -0.224
N -2.3477 1.1403 1.6489 0.15 -0.76 -0.88 0.163
H 2.7225 -0.0042 -0.7232 -0.04 -0.05 0.14 0.072
H 2.8793 -0.0419 1.0455 -0.09 -0.05 -0.10 0.068
H 1.9287 -1.2735 0.2131 0.02 0.16 0.00 0.060
H 1.2726 1.7495 0.3787 0.04 -0.06 -0.01 0.116
H 0.4295 0.5298 1.2709 0.08 0.08 -0.17 0.089
H 0.5131 0.5687 -1.7675 0.05 -0.02 0.11 0.042
H -0.3345 -1.4397 -0.0595 -0.16 0.19 -0.08 0.133
H -2.6373 -1.4331 -0.0829 -0.06 0.06 -0.03 0.131
H -2.5257 -0.0784 -1.2562 -0.01 -0.08 0.14 0.134
```
Positions in Å, forces in eV/Å.

---

Record 10
The following is a quantum chemistry calculation of C5H9NO in the gas phase at a distorted geometry, from the Open Molecules 2025 dataset.

Results
gap between HOMO and LUMO = 11.51 eV
highest occupied orbital energy = -0.391 Ha
max |F| = 1.067 eV/A
charge = 0

XYZ file:
```
16
Properties=species:S:1:pos:R:3:forces:R:3:lowdin_charge:R:1
C -2.0802 -0.2334 -0.2179 -0.12 0.02 0.01 -0.064
C -0.5613 -0.4176 -0.2193 -0.01 -0.02 -0.03 -0.369
C 0.1910 0.9191 -0.1108 -0.02 0.03 -0.03 -0.154
C 1.6978 0.7470 0.1018 -0.05 0.26 0.17 -0.266
O 2.2360 -0.2874 -0.6993 0.08 -0.18 -0.04 -0.067
C -0.1445 -1.3417 0.8493 0.34 -0.57 0.68 -0.207
N 0.2329 -2.0610 1.6740 -0.35 0.68 -0.75 0.164
H -2.3680 0.4386 -1.0321 0.04 -0.09 0.11 0.084
H -2.4133 0.2066 0.7268 0.04 -0.04 -0.12 0.087
H -2.6009 -1.1855 -0.3539 0.10 0.13 0.01 0.085
H -0.2488 -0.8890 -1.1578 -0.06 0.01 0.13 0.146
H 0.0030 1.4626 -1.0429 0.02 -0.06 0.08 0.122
H -0.2269 1.5211 0.7048 0.05 -0.08 -0.06 0.124
H 1.9151 0.5605 1.1613 -0.07 0.01 -0.12 0.119
H 2.2121 1.6709 -0.1808 -0.06 -0.11 0.07 0.118
H 2.1558 -1.1106 -0.2031 0.09 0.02 -0.10 0.077
```
Positions in Å, forces in eV/Å.

---

Record 11
The following is a quantum chemistry calculation of C5H9NO in the gas phase, from the Open Molecules 2025 dataset.

Results
gap between HOMO and LUMO = 10.02 eV
highest occupied orbital energy = -0.332 Ha
max |F| = 0.423 eV/A
charge = 0

XYZ file:
```
16
Properties=species:S:1:pos:R:3:forces:R:3:lowdin_charge:R:1
C 1.1997 1.8636 -0.3484 0.00 0.06 -0.01 -0.057
C 1.3223 0.5494 0.3860 0.09 0.01 -0.24 -0.277
N 0.8351 0.4703 1.7879 -0.15 0.11 0.20 0.097
C 0.0866 -0.1146 0.7710 -0.16 -0.04 -0.11 -0.279
C -1.0632 -0.6959 0.4654 0.16 -0.03 0.13 -0.040
C -1.2466 -1.4057 -0.8459 -0.13 0.40 -0.06 -0.271
O -0.9338 -2.7827 -0.6857 0.20 -0.13 0.03 -0.073
H 1.2143 1.7130 -1.4325 0.03 0.01 0.14 0.078
H 2.0156 2.5442 -0.0826 -0.08 -0.10 -0.05 0.076
H 0.2467 2.3388 -0.0897 0.14 -0.04 -0.07 0.084
H 2.2378 -0.0175 0.2157 -0.19 0.07 0.05 0.133
H 0.4668 1.3409 2.1617 0.01 -0.03 -0.06 0.111
H -0.1616 -2.8023 -0.1046 -0.14 -0.17 -0.13 0.081
H -1.8204 -0.8317 1.2343 0.12 -0.05 -0.05 0.111
H -2.2847 -1.3695 -1.1905 0.14 0.04 0.06 0.112
H -0.6165 -0.9444 -1.6234 -0.07 -0.10 0.16 0.114
```
Positions in Å, forces in eV/Å.

---

Record 12
The following is a quantum chemistry calculation of C5H9NO in the gas phase at a distorted geometry, from the Open Molecules 2025 dataset.

Results
gap between HOMO and LUMO (spin up / spin down) = 7.47 / 7.44 eV
highest occupied orbital energy (spin up / spin down) = -0.259 / -0.258 Ha
max |F| = 1.131 eV/A
charge = 0

XYZ file:
```
16
Properties=species:S:1:pos:R:3:forces:R:3:lowdin_charge:R:1
C 0.3487 -0.0622 -0.8548 -0.50 0.16 -1.00 -0.170
C 1.3068 0.4159 1.2246 0.17 0.42 0.90 0.029
C -2.0873 -0.8150 0.3796 -0.12 0.10 0.07 -0.002
C 1.2763 0.8242 -1.6103 0.00 -0.42 0.32 -0.107
N 0.2932 -0.0645 0.4898 0.89 0.11 -0.13 -0.144
C -0.8577 -0.5456 1.2007 -0.51 -0.47 0.06 -0.425
O -0.8091 -0.7160 2.3852 0.06 0.13 0.00 0.119
H -0.2574 -0.7642 -1.3973 -0.23 -0.03 0.11 0.094
H 1.1345 0.6356 2.2594 -0.14 -0.07 0.11 0.062
H 2.2759 0.5769 0.8038 0.07 0.00 -0.39 0.060
H -2.9068 -1.0416 1.0575 0.10 -0.01 0.02 0.088
H -1.9275 -1.6692 -0.2768 0.01 -0.01 -0.06 0.087
H -2.3435 0.0473 -0.2326 0.02 -0.03 -0.07 0.089
H 0.9434 0.9134 -2.6428 0.01 -0.06 -0.03 0.069
H 2.3034 0.4435 -1.6213 0.13 0.11 -0.06 0.072
H 1.3072 1.8217 -1.1649 0.03 0.07 0.15 0.079
```
Positions in Å, forces in eV/Å.

---

The energy relative to the best compared isomer or geometry (same formula, charge and spin) results, record by record, are as follows: 97.9, 44.3, 124.4, 38.8, 44.9, 61.7, 118.3, 46.0, 126.8, 24.3, 66.3, 71.0 kcal per mole.